Record 1
The following is a DFT calculation (the ωB97M-V functional and the def2-TZVPD basis) of a structure of composition C18H27CuN4O2S.

The frontier orbital gap (alpha / beta) is 8.99 / 6.39 eV. For the total energy, the calculation gives -3110.02043 a.u. For the largest force on an atom, the calculation gives 2.01 eV Å⁻¹.

Geometry as ORCA input:
```
! RIJCOSX wB97M-V def2-TZVPD def2/J DEFGRID3
* xyz 1 2
Cu -1.579 -0.531 0.422
S 1.384 -0.648 -0.749
O 1.501 -2.051 -0.331
O 0.740 -0.368 -2.027
N 0.415 -0.028 0.440
N -1.885 -2.638 0.320
N -1.141 1.660 0.589
N -3.728 -0.430 0.219
C 1.171 2.334 0.630
C -4.189 0.124 1.474
C 4.016 -0.473 0.102
C 5.313 0.091 0.153
C 5.580 1.239 -0.578
C -3.310 -2.831 0.696
C -4.136 0.461 -0.891
C -0.575 3.966 0.396
C 0.785 3.638 0.409
C 4.549 1.804 -1.385
C 3.292 1.241 -1.454
C 3.042 0.068 -0.701
C -1.593 -3.072 -1.046
C -1.508 2.936 0.515
C 6.932 1.860 -0.610
C 0.185 1.332 0.530
C -0.998 -3.340 1.269
C -4.219 -1.826 0.046
H -1.291 -3.113 2.298
H -2.185 -2.464 -1.736
H 6.878 2.921 -0.917
H 2.208 2.020 0.803
H 1.536 4.424 0.231
H -0.953 5.003 0.375
H 0.023 -3.054 1.097
H -3.695 -3.852 0.423
H -0.551 -2.876 -1.234
H -1.105 -4.448 1.115
H -5.317 0.246 1.464
H 7.412 1.825 0.384
H -5.218 -1.885 0.502
H -1.854 -4.148 -1.198
H 3.773 -1.325 0.756
H -3.726 1.440 -0.752
H -3.426 -2.774 1.791
H 7.667 1.313 -1.286
H -5.254 0.489 -0.978
H -3.932 -0.549 2.302
H 6.058 -0.373 0.793
H -2.565 3.166 0.601
H -3.756 0.053 -1.838
H -4.338 -2.040 -1.029
H 2.517 1.669 -2.119
H -3.730 1.094 1.630
H 4.781 2.721 -1.915
*
```

***

Record 2
The following is a DFT calculation (the ωB97M-V functional and the def2-TZVPD basis) of a structure of composition C18H27IrN2O5P2S.

The frontier orbital gap (alpha / beta) is 8.75 / 5.30 eV. For the total energy, the calculation gives -2371.80420 a.u. For the largest force on an atom, the calculation gives 4.26 eV Å⁻¹. The value obtained for the energy above the lowest of the compared OMol25 structures with the same formula, charge and spin is 1.312 eV.

Geometry as ORCA input:
```
! RIJCOSX wB97M-V def2-TZVPD def2/J DEFGRID3
* xyz 3 6
Ir -0.004 0.281 -0.077
S 1.679 2.460 4.507
P -2.169 0.204 -0.713
P 2.072 -0.399 -0.461
O 3.016 1.916 4.633
O 1.316 3.548 5.366
O 0.080 1.959 1.163
O -0.479 -2.739 -1.662
O -1.644 -1.813 -3.610
N 1.291 2.748 2.949
N 0.207 1.214 -1.981
C -0.702 -0.697 5.623
C 0.543 2.450 -4.391
C -3.077 -1.342 -0.456
C -0.998 -0.148 3.266
C 0.407 1.912 2.417
C 1.453 1.509 -2.395
C -3.037 1.481 0.254
C -1.285 -0.951 4.373
C -0.710 2.000 -4.028
C -2.026 0.447 -2.520
C 0.506 1.123 4.637
C 0.228 0.346 5.757
C 2.457 -1.837 -1.453
C -0.104 0.924 3.412
C 1.650 2.216 -3.583
C 2.608 1.055 -1.530
C 3.155 -0.362 0.980
C -0.871 1.282 -2.832
H 2.903 0.475 1.645
H 2.955 1.865 -0.864
H 2.407 -2.701 -0.783
H 0.070 -1.323 -0.440
H 4.199 -0.273 0.649
H -3.154 1.128 1.289
H -0.937 -1.304 6.499
H -4.024 1.685 -0.174
H 2.654 2.528 -3.860
H 0.679 3.002 -5.317
H 1.679 -1.961 -2.212
H -2.940 0.781 -3.011
H -0.354 -3.702 -1.672
H -0.834 -2.442 -2.643
H -2.305 -2.188 -4.214
H 3.004 -1.307 1.519
H -1.993 -1.782 4.305
H 0.718 0.578 6.699
H -1.914 -0.824 -3.284
H -2.426 -2.170 -0.780
H -1.574 2.141 -4.678
H -2.443 2.402 0.268
H -4.004 -1.318 -1.046
H -3.321 -1.436 0.611
H 3.469 0.724 -2.132
H -1.427 -0.373 2.285
H 3.450 -1.729 -1.899
*
```

***

Record 3
The following is a DFT calculation (the ωB97M-V functional and the def2-TZVPD basis) of a structure of composition C18H27N2O5P2SSc.

The frontier orbital gap is 5.79 eV. For the total energy, the calculation gives -3028.92179 a.u. For the largest force on an atom, the calculation gives 2.72 eV Å⁻¹. The value obtained for the energy above the lowest of the compared OMol25 structures with the same formula, charge and spin is 3.455 eV.

Geometry as ORCA input:
```
! RIJCOSX wB97M-V def2-TZVPD def2/J DEFGRID3
* xyz 2 1
Sc 0.562 0.495 -0.451
S 1.106 1.608 3.070
P -2.484 1.035 -1.701
P 2.504 -1.188 -0.090
O 0.339 5.088 1.082
O 1.442 2.013 -2.244
O 0.792 3.000 3.212
O 2.466 1.132 3.025
O -0.871 -0.585 0.749
N 0.384 1.019 1.638
N 0.052 -1.022 -2.148
C 1.194 -2.407 -3.770
C -2.442 -0.668 -2.369
C -3.742 1.353 -0.447
C 0.160 0.325 5.378
C 1.256 -1.584 -2.606
C -0.890 -0.113 3.227
C -1.717 -1.076 3.817
C -1.160 -2.242 -3.846
C 4.078 -0.320 0.304
C 0.031 0.560 4.014
C -1.598 -1.322 5.184
C -1.093 -1.305 -2.817
C 2.687 -2.911 0.505
C 0.001 -2.806 -4.361
C 2.443 -1.434 -1.829
C -0.666 -0.631 5.970
C -0.559 0.085 1.818
C -2.417 2.358 -2.916
H -1.719 2.105 -3.733
H 0.130 5.913 0.610
H 2.152 -2.753 -4.132
H 3.941 0.063 1.327
H -3.810 0.534 0.286
H 0.893 0.862 5.967
H 2.216 2.616 -2.460
H -3.419 2.533 -3.353
H 3.697 -3.275 0.262
H -2.920 -1.344 -1.637
H 4.249 0.537 -0.363
H -1.222 0.847 -1.039
H -3.491 2.312 0.035
H 2.525 -2.939 1.592
H -3.078 -0.657 -3.265
H -2.124 3.287 -2.391
H -0.592 -0.864 7.029
H -2.244 -2.072 5.627
H -0.080 -3.507 -5.201
H -2.154 -2.485 -4.214
H 0.986 4.603 0.539
H 1.927 -3.521 -0.008
H 4.957 -0.979 0.272
H -4.735 1.496 -0.901
H -2.419 -1.573 3.153
H 3.361 -1.769 -2.328
H 1.115 1.573 -3.072
*
```

***

Record 4
The following is a DFT calculation (the ωB97M-V functional and the def2-TZVPD basis) of the molecule C18H27N3O6S.

As for the structure (SMILES): CCOC(=O)N1CCN(C(=O)COc2ccc(S(=O)(=O)NC(C)C)cc2)CC1. The frontier orbital gap is 9.71 eV. For the total energy, the calculation gives -1716.01876 a.u. For the largest force on an atom, the calculation gives 0.88 eV Å⁻¹. The value obtained for the energy above the lowest of the compared OMol25 structures with the same formula, charge and spin is 0.885 eV.

Geometry as ORCA input:
```
! RIJCOSX wB97M-V def2-TZVPD def2/J DEFGRID3
* xyz 0 1
S 0.854 2.787 -1.148
O 1.476 2.109 -2.251
O -2.942 -2.056 -1.623
O -0.302 3.598 -1.421
O -0.931 -1.784 -2.638
O 2.212 -3.193 2.163
O -0.561 -1.280 2.888
N 0.176 -3.676 1.335
N -1.138 -3.258 -0.978
N 2.089 3.639 -0.410
C 0.999 -3.089 2.223
C 0.743 -4.293 0.154
C 1.421 6.021 -0.532
C -0.867 1.423 0.519
C 1.449 0.787 0.602
C 0.285 -3.517 -1.082
C -1.165 0.456 1.456
C 1.808 4.842 0.361
C -1.866 -3.986 0.031
C -1.275 -3.704 1.417
C -1.769 -2.326 -1.736
C -1.507 -0.830 -3.534
C 1.163 -0.181 1.550
C 0.353 -2.260 3.340
C 0.440 1.580 0.097
C -1.579 0.561 -2.924
C -0.152 -0.354 1.976
C 0.713 4.537 1.376
H 1.829 -4.253 0.247
H 2.221 6.244 -1.235
H -1.631 2.059 0.101
H -1.648 -2.745 1.776
H 2.842 3.757 -1.072
H 0.432 -5.340 0.101
H -0.229 -2.909 4.000
H 1.165 -1.803 3.919
H 0.976 3.662 1.966
H -2.904 -3.651 -0.011
H 0.508 -4.088 -1.991
H -0.223 4.347 0.858
H -2.024 1.246 -3.639
H -2.195 0.538 -2.030
H -2.176 0.303 1.799
H 1.232 6.905 0.072
H 0.812 -2.560 -1.144
H -1.835 -5.058 -0.196
H -1.593 -4.487 2.117
H 0.523 5.770 -1.090
H -0.852 -0.842 -4.407
H 1.963 -0.790 1.937
H 2.456 0.932 0.247
H -0.586 0.923 -2.669
H -2.509 -1.174 -3.811
H 0.581 5.385 2.043
H 2.737 5.081 0.899
*
```

***

Record 5
The following is a DFT calculation (the ωB97M-V functional and the def2-TZVPD basis) of a structure of composition C18H27N6O2PtS.

The frontier orbital gap (alpha / beta) is 6.44 / 6.01 eV. For the total energy, the calculation gives -1698.25995 a.u. For the largest force on an atom, the calculation gives 0.81 eV Å⁻¹. The value obtained for the energy above the lowest of the compared OMol25 structures with the same formula, charge and spin is 0.000 eV.

Geometry as ORCA input:
```
! RIJCOSX wB97M-V def2-TZVPD def2/J DEFGRID3
* xyz 1 5
Pt 0.973 0.254 0.538
S 1.569 2.704 1.128
O 0.175 0.179 2.478
O 0.617 0.045 4.653
N -0.441 3.438 2.860
N 2.788 -0.311 1.963
N -1.192 2.874 0.790
N -0.613 1.223 -0.766
N 2.198 -0.642 3.202
N 1.126 -0.750 -1.241
C -0.725 0.673 -1.984
C -2.230 2.880 -1.385
C 0.924 -0.110 3.488
C 0.117 -0.552 -2.276
C 0.300 3.308 4.101
C -1.593 1.173 -2.937
C 0.851 -0.472 -3.641
C 0.539 -3.454 1.212
C 0.434 -4.027 -1.228
C -0.028 2.754 1.660
C 0.186 -2.925 -0.187
C 0.227 -1.367 -4.703
C 1.175 -1.805 -0.448
C -1.339 2.317 -0.465
C -1.288 -2.502 -0.173
C -2.358 2.290 -2.621
C -2.087 3.700 1.400
C -1.618 3.990 2.681
H 2.818 -0.583 4.000
H -1.425 -1.553 0.353
H -0.560 -1.406 -2.312
H -2.774 3.780 -1.150
H 3.406 -1.065 1.685
H -0.808 -1.094 -4.913
H 1.470 -4.369 -1.208
H -3.036 2.710 -3.351
H -0.205 -4.884 -1.013
H 1.590 -3.744 1.277
H -0.063 -4.334 1.434
H 1.889 -0.763 -3.475
H 0.343 -2.699 1.975
H -3.006 4.025 0.950
H -0.134 3.980 4.838
H 1.339 3.577 3.917
H 0.207 -3.682 -2.238
H -2.126 4.547 3.452
H 0.234 -2.412 -4.389
H 3.326 0.552 2.020
H 0.781 -1.299 -5.638
H -1.861 -3.257 0.365
H 0.248 2.272 4.443
H 0.876 0.565 -3.978
H 2.173 -2.024 -0.071
H -1.730 -2.427 -1.165
H -1.662 0.706 -3.907
*
```

***

Record 6
The following is a DFT calculation (the ωB97M-V functional and the def2-TZVPD basis) of a structure of composition C18H28B2F4N4O4RbSb.

The frontier orbital gap is 7.71 eV. For the total energy, the calculation gives -1936.33955 a.u. For the largest force on an atom, the calculation gives 0.55 eV Å⁻¹.

Geometry as ORCA input:
```
! RIJCOSX wB97M-V def2-TZVPD def2/J DEFGRID3
* xyz 0 1
Sb 1.709 2.794 -0.367
Rb 0.716 -0.831 -1.248
F -0.222 -2.960 -2.467
F -1.266 2.799 2.939
F -1.659 -4.685 -1.911
F 0.937 2.348 2.640
O -0.479 2.005 0.822
O -0.654 0.583 2.879
O -0.421 -3.750 -0.210
O -2.304 -2.542 -1.336
N -1.929 -1.312 -0.929
N -0.294 -2.643 0.581
N -1.049 0.981 0.046
N -0.143 -0.487 2.174
C 4.265 -0.319 -0.439
C -1.381 -1.648 3.912
C 0.359 2.661 -1.996
C -0.590 -4.192 2.452
C 5.577 -0.596 -0.802
C -2.805 -0.564 -0.379
C 3.367 3.536 -1.478
C 3.953 0.822 0.299
C 2.542 1.136 0.697
C -0.408 -2.837 1.836
C 6.601 0.262 -0.428
C 4.997 1.658 0.689
C 1.251 4.496 0.778
C 6.306 1.387 0.331
C -2.272 0.680 0.271
C -0.558 -1.598 2.655
C -3.177 1.419 1.207
C -4.243 -0.964 -0.224
B -0.383 1.896 2.357
B -1.144 -3.485 -1.503
H 0.536 1.828 -2.674
H -1.571 -2.665 4.246
H -2.338 -1.149 3.743
H 2.442 1.490 1.721
H 3.676 2.814 -2.235
H 7.623 0.044 -0.709
H -4.406 -1.895 -0.760
H 4.775 2.527 1.301
H -2.833 2.438 1.347
H 1.295 5.370 0.128
H 0.261 4.380 1.208
H 0.573 3.587 -2.530
H -1.645 -4.391 2.654
H 3.500 -1.048 -0.685
H 4.217 3.739 -0.831
H 7.100 2.049 0.654
H -0.662 2.638 -1.633
H -4.911 -0.200 -0.625
H -4.500 -1.119 0.826
H 5.797 -1.494 -1.364
H 1.892 0.264 0.644
H -0.879 -1.090 4.701
H 1.985 4.594 1.575
H -4.196 1.419 0.825
H -0.045 -4.259 3.395
H -3.174 0.943 2.191
H -0.236 -4.954 1.765
H 3.057 4.460 -1.969
*
```

***

Record 7
The following is a DFT calculation (the ωB97M-V functional and the def2-TZVPD basis) of a structure of composition C18H28BBaBr14O8.

The frontier orbital gap (alpha / beta) is 7.29 / 1.94 eV. For the total energy, the calculation gives -37390.73830 a.u. For the largest force on an atom, the calculation gives 4.54 eV Å⁻¹.

Geometry as ORCA input:
```
! RIJCOSX wB97M-V def2-TZVPD def2/J DEFGRID3
* xyz 2 2
Ba 3.583 -0.917 -3.549
Br -1.992 -1.015 -4.635
Br 4.285 2.066 -2.048
Br 4.779 -0.572 3.092
Br 0.098 -0.913 5.491
Br 5.751 -0.808 -0.440
Br 1.616 2.479 5.689
Br 1.219 -2.906 -2.835
Br -3.327 2.548 -2.476
Br -1.686 5.540 0.634
Br -6.361 -2.597 0.166
Br 1.332 -0.193 -5.605
Br -7.141 -1.567 4.622
Br 2.558 3.754 0.476
Br 0.168 -6.360 -2.587
O 0.941 -0.583 0.589
O 2.774 -0.794 -0.653
O -3.521 -1.149 1.169
O -0.904 1.091 1.049
O -2.709 1.536 2.293
O -1.475 -1.045 0.305
O -0.341 0.461 -1.116
O 1.399 0.623 -2.605
C 5.890 -2.010 2.222
C -2.103 0.800 1.501
C -0.593 -3.600 -2.413
C -2.953 3.381 -0.711
C 1.606 1.186 4.140
C 5.177 2.598 -0.388
C -0.414 -4.721 -1.588
C -6.763 -1.323 2.737
C 1.703 -0.277 -0.405
C -2.495 -0.564 0.966
C 5.386 -2.254 0.889
C 0.940 0.355 -1.504
C -6.809 -2.768 2.067
C -1.345 0.913 -4.571
C 4.092 2.504 0.697
C -0.203 1.075 -5.625
C -2.705 4.837 -0.962
C 0.285 0.540 4.098
B -0.426 -0.069 0.206
H -2.247 2.784 -0.133
H -0.551 1.229 4.213
H -1.036 -3.899 -3.363
H -7.799 -3.208 2.190
H 5.917 1.843 -0.125
H 4.483 2.662 1.702
H -2.198 1.572 -4.738
H 0.285 -4.545 -0.770
H 5.710 -2.955 2.736
H 3.830 1.449 0.767
H 4.303 -2.377 0.847
H 0.207 2.074 -5.471
H -1.127 -2.800 -1.899
H 0.210 0.018 3.144
H -3.529 5.463 -1.302
H -5.811 -0.804 2.622
H 2.405 0.456 4.269
H -7.580 -0.706 2.365
H 5.454 3.644 -0.524
H -0.951 1.129 -3.579
H -6.153 -3.527 2.492
H -0.552 1.109 -6.657
H 2.051 1.810 3.365
H 6.931 -1.691 2.171
H 5.694 -3.176 0.396
H -3.915 3.293 -0.207
H -1.314 -5.057 -1.075
H -2.032 4.928 -1.815
*
```

***

Record 8
The following is a DFT calculation (the ωB97M-V functional and the def2-TZVPD basis) of a structure of composition C18H28BCl2I2N4O3.

The frontier orbital gap is 7.66 eV. For the total energy, the calculation gives -2687.89122 a.u. For the largest force on an atom, the calculation gives 3.69 eV Å⁻¹.

Geometry as ORCA input:
```
! RIJCOSX wB97M-V def2-TZVPD def2/J DEFGRID3
* xyz 1 1
I -2.254 2.414 0.195
I -0.483 1.247 -3.225
Cl -4.033 4.720 1.080
Cl -1.275 5.258 2.641
O -0.080 -2.755 1.315
O 3.343 -2.111 2.237
O -1.982 -4.100 0.837
N -1.991 -3.025 -1.890
N -0.120 -2.033 -2.630
N -0.278 -4.411 -2.696
N 2.855 -2.155 0.008
C 1.328 -2.249 -2.925
C -3.888 7.530 4.600
C -1.580 -2.178 -0.720
C 3.620 -1.148 -0.765
C 3.557 -2.573 1.196
C 4.572 -3.683 0.973
C 3.607 -1.388 -2.254
C -0.486 -1.285 -1.381
C -1.104 0.122 -1.498
C -5.101 6.440 2.840
C -2.751 6.025 3.113
C -0.820 0.848 -0.172
C -2.728 6.891 4.196
C -3.940 5.798 2.437
C -5.076 7.306 3.919
C -0.725 -3.232 -2.459
C 2.245 -1.002 -2.898
C 0.563 1.472 -0.081
B -1.179 -3.067 0.552
H -6.027 6.263 2.310
H 0.646 2.396 -0.632
H 2.422 -0.716 -3.922
H 3.311 -0.140 -0.524
H 0.726 1.744 0.958
H 1.772 -3.022 -2.298
H 0.403 -1.259 -0.750
H 4.853 -4.158 1.900
H 1.369 -2.625 -3.944
H -2.179 0.078 -1.571
H 4.666 -1.201 -0.447
H -3.865 8.205 5.445
H 0.535 -4.624 -3.257
H -0.880 0.112 0.622
H -5.984 7.806 4.230
H -0.348 -2.264 2.106
H -2.534 -1.732 -0.432
H 2.818 -2.994 -0.561
H -1.542 -4.714 1.446
H -2.418 -2.430 -2.601
H 4.368 -0.754 -2.698
H 4.115 -4.430 0.328
H -0.743 -5.197 -2.258
H 1.362 0.781 -0.330
H 3.868 -2.410 -2.519
H -1.802 7.068 4.725
H 1.859 -0.197 -2.295
H 5.410 -3.262 0.425
*
```